This record from the Open Molecules 2025 dataset describes a structure of composition C23H23NO2Yb at a distorted geometry. The level of theory is wB97M-V/def2-TZVPD.

HOMO level (spin up / spin down): -0.1639 / -0.2891 Eh
2S+1: 3

```
50
Properties=species:S:1:pos:R:3:forces:R:3:lowdin_charge:R:1
C 0.9189 -2.4772 2.2191 -0.120 -0.226 -0.079 -0.23
C -0.4092 -2.7127 1.7481 0.398 -0.180 -0.310 -0.25
C -0.3836 -2.6334 0.3199 0.268 0.371 0.343 -0.21
H -1.2735 -2.9336 2.3676 0.210 0.014 -0.119 0.10
C 0.9526 -2.3329 -0.0770 -0.194 0.200 -0.155 -0.19
C 1.7583 -2.2540 1.0911 -0.517 0.271 -0.020 -0.18
H 2.8368 -2.1046 1.0987 -0.349 0.058 0.079 0.10
H 1.2403 -2.5155 3.2635 -0.188 0.079 -0.453 0.11
H -1.2135 -2.8319 -0.3597 0.216 0.119 0.288 0.09
H 1.2999 -2.2436 -1.1173 -0.213 0.079 0.699 0.09
C -0.5524 2.3079 0.8349 0.291 -0.349 0.730 -0.21
C -0.2187 2.1912 2.2232 0.310 0.951 -0.618 -0.25
C 1.1780 1.9234 2.3293 -0.435 0.102 -0.231 -0.21
H -0.9069 2.3297 3.0432 0.124 0.005 -0.051 0.10
C 1.7030 1.8503 1.0106 -0.389 -0.276 -0.157 -0.19
C 0.6388 2.0766 0.0946 0.091 -0.351 -0.320 -0.20
H 0.7256 2.1366 -0.9962 0.014 -0.148 0.543 0.10
H -1.5233 2.5998 0.4320 0.313 -0.181 0.130 0.10
H 1.7527 1.8579 3.2553 -0.303 -0.086 -0.341 0.10
H 2.7477 1.7106 0.7427 -0.287 -0.060 0.065 0.10
Yb -0.0674 -0.2138 1.4885 0.639 0.470 1.415 1.76
O 0.3053 -0.3789 -2.9635 -0.779 -0.861 -1.325 -0.09
C -0.9708 -0.9121 -3.4231 1.425 -0.083 -0.446 -0.09
C 0.2786 -1.1453 -4.2278 -0.747 0.099 1.257 -0.22
H -1.3540 -1.7451 -2.8273 -0.009 0.345 -0.120 0.10
H -1.6841 -0.1792 -3.8225 0.262 -0.277 0.350 0.11
H 0.7260 -2.1533 -4.1795 -0.126 0.625 0.144 0.15
H 1.3814 -2.0759 -6.5479 -0.105 0.396 -0.117 0.11
C 1.0540 -1.0335 -6.6369 -0.408 0.268 0.816 -0.04
C 0.5016 -0.3999 -5.4893 0.117 0.642 -1.239 -0.18
C 0.0837 0.9441 -5.6081 0.213 -0.418 -0.118 -0.03
H -0.3440 1.4525 -4.7371 0.237 -0.172 -0.338 0.11
C 0.2113 1.6231 -6.8234 0.030 -0.215 0.028 -0.08
H -0.1139 2.6630 -6.8878 0.105 -0.303 -0.011 0.10
C 0.7296 0.9790 -7.9536 0.032 -0.353 0.366 -0.09
H 0.8065 1.5084 -8.9032 -0.021 -0.131 0.261 0.10
C 1.1485 -0.3570 -7.8563 -0.142 0.217 0.198 -0.09
H 1.5364 -0.8790 -8.7359 -0.089 0.226 0.345 0.10
O -0.7739 -0.0654 3.5159 -0.114 -0.870 -0.857 -0.36
N -1.0330 0.0871 4.8501 -0.033 -0.784 -1.722 -0.21
C -2.3293 0.0910 5.2751 -1.236 0.287 1.053 -0.08
C -2.6182 0.5530 6.5487 0.237 -0.578 -1.838 -0.11
C -1.5788 1.0418 7.3462 0.199 0.844 1.264 -0.15
C -0.2556 0.9288 6.9123 0.328 -0.639 -1.381 -0.10
C 0.0153 0.3346 5.6796 0.940 1.393 1.705 -0.09
H -3.0826 -0.2543 4.5620 0.415 0.065 0.293 0.11
H -3.6418 0.5443 6.8767 -0.196 0.025 0.080 0.09
H -1.7950 1.5626 8.2802 0.033 -0.284 -0.237 0.09
H 0.5738 1.3283 7.4844 -0.066 -0.287 0.127 0.10
H 1.0189 0.2065 5.2795 -0.385 -0.042 0.022 0.10
```
Positions in Å, forces in eV/Å.